4 unconnected molecules or ions with the total composition C26H59ClFIN7O6S at a distorted geometry, computed with the ωB97M-V functional and the def2-TZVPD basis.

Last column: Mulliken charge in e.
Element x y z (Å)
C (15.97, -1.03, 1.41)  -0.882
C (15.56, -2.52, 0.80)  -0.342
S (14.46, -2.40, -0.75)  -0.077
C (12.95, -3.42, -0.37)  -0.458
N (11.63, -2.73, -0.22)  0.192
C (11.39, -1.28, 0.15)  0.318
C (12.38, -0.02, 0.48)  -0.722
N (9.94, -0.88, 0.25)  -0.314
C (9.26, -2.19, -0.04)  0.483
N (7.91, -2.40, -0.05)  -0.392
I (6.87, -4.11, -0.48)  0.330
C (7.02, -1.19, 0.29)  0.661
C (7.16, -0.74, 1.89)  -0.977
F (7.20, -0.04, -0.65)  -0.300
N (10.31, -3.23, -0.30)  -0.106
Cl (10.31, -4.91, -0.63)  -0.008
H (17.06, -1.08, 1.90)  0.324
H (16.05, -0.22, 0.53)  0.253
H (15.22, -0.66, 2.24)  0.220
H (15.03, -3.11, 1.69)  0.267
H (16.61, -3.05, 0.56)  0.360
H (13.16, -3.98, 0.66)  0.361
H (12.97, -4.29, -1.19)  0.367
H (11.80, 1.00, 0.69)  0.311
H (13.01, 0.19, -0.50)  0.284
H (13.18, -0.28, 1.31)  0.075
H (5.87, -1.48, 0.18)  -0.113
H (7.01, -1.72, 2.54)  0.284
H (6.32, 0.04, 2.22)  0.340
H (8.21, -0.30, 2.16)  0.291
C (-1.08, -4.49, -0.90)  -0.755
O (-0.98, -3.25, -1.59)  -0.368
C (-0.56, -2.18, -0.74)  -0.371
C (0.82, -1.66, -1.18)  -0.299
N (1.86, -2.64, -0.88)  -0.269
C (3.16, -2.31, -1.48)  -0.254
C (3.25, -2.35, -3.02)  -0.635
O (3.10, -3.66, -3.57)  -0.432
C (1.76, -4.03, -3.84)  -0.567
H (-1.48, -5.24, -1.59)  0.257
H (-0.09, -4.83, -0.56)  0.322
H (-1.76, -4.40, -0.05)  0.332
H (-0.57, -2.46, 0.32)  0.489
H (-1.29, -1.37, -0.87)  -0.025
H (1.04, -0.72, -0.66)  0.380
H (0.77, -1.45, -2.26)  0.209
H (1.57, -3.55, -1.23)  0.079
H (3.88, -3.04, -1.08)  0.044
H (3.48, -1.32, -1.12)  0.312
H (4.27, -2.03, -3.29)  0.399
H (2.58, -1.63, -3.50)  0.361
H (1.13, -3.18, -4.11)  0.288
H (1.34, -4.55, -2.98)  0.184
H (1.77, -4.74, -4.68)  0.301
C (-4.66, -0.65, -0.09)  -0.784
O (-3.62, 0.29, -0.32)  -0.338
C (-3.37, 0.51, -1.72)  -0.649
C (-3.72, 1.95, -2.10)  -0.307
N (-5.17, 2.16, -2.07)  -0.271
C (-5.56, 3.57, -2.20)  -0.723
C (-5.16, 4.52, -1.05)  -0.528
O (-5.84, 4.24, 0.18)  -0.322
C (-5.19, 3.28, 1.00)  -0.642
H (-4.74, -0.82, 0.99)  0.246
H (-5.62, -0.26, -0.44)  0.360
H (-4.44, -1.60, -0.58)  0.318
H (-3.90, -0.22, -2.35)  0.408
H (-2.29, 0.36, -1.87)  0.309
H (-3.35, 2.16, -3.11)  0.414
H (-3.21, 2.62, -1.40)  0.193
H (-5.54, 1.81, -1.18)  0.013
H (-6.65, 3.59, -2.29)  0.348
H (-5.16, 3.97, -3.14)  0.442
H (-5.48, 5.53, -1.34)  0.363
H (-4.08, 4.58, -0.90)  0.344
H (-4.10, 3.31, 0.90)  0.313
H (-5.56, 2.28, 0.79)  0.150
H (-5.44, 3.51, 2.04)  0.355
C (-13.34, 1.81, 2.44)  -0.725
O (-12.08, 1.58, 3.05)  -0.346
C (-11.18, 0.85, 2.21)  -0.825
C (-9.98, 1.74, 1.84)  -0.165
N (-10.38, 2.81, 0.92)  -0.328
C (-9.34, 3.82, 0.71)  -0.356
C (-8.95, 4.69, 1.92)  -0.381
O (-10.00, 5.57, 2.35)  -0.453
C (-10.89, 5.00, 3.30)  -0.579
H (-14.00, 2.29, 3.17)  0.240
H (-13.24, 2.48, 1.58)  0.314
H (-13.80, 0.87, 2.13)  0.340
H (-11.67, 0.46, 1.32)  0.411
H (-10.82, 0.00, 2.80)  0.379
H (-9.21, 1.12, 1.36)  0.344
H (-9.57, 2.15, 2.77)  0.205
H (-11.21, 3.28, 1.30)  0.125
H (-9.70, 4.48, -0.08)  0.325
H (-8.44, 3.33, 0.32)  0.079
H (-8.14, 5.35, 1.60)  0.280
H (-8.56, 4.11, 2.76)  0.329
H (-10.40, 4.26, 3.95)  0.267
H (-11.74, 4.54, 2.78)  0.206
H (-11.28, 5.80, 3.92)  0.288

lowest unoccupied orbital energy = -4.22 eV
F_max = 7.90 eV/A
energy = -84791.00568 eV
highest occupied orbital energy = -9.24 eV
net charge = +1